ORCA calculation (ωB97M-V/def2-TZVPD) on a molecular structure, C47H31ClF5I2MoN2O4P2.

Cartesian coordinates (Å):
Mo -0.25448 -0.11557 -0.11501
C -3.79543 0.64447 2.78750
N -2.71239 0.43927 1.82157
P -2.05322 -1.05950 1.39178
C -3.27173 -2.06095 0.52145
C -4.57394 -2.18614 1.00891
C -5.50577 -2.93382 0.30915
C -5.13742 -3.57940 -0.86471
C -3.83725 -3.48422 -1.33462
C -2.90373 -2.72269 -0.64768
C -1.69736 -1.94630 2.92032
C -1.28457 -1.25896 4.06136
C -0.93999 -1.95998 5.20495
C -0.99811 -3.34736 5.21284
C -1.40842 -4.03400 4.07976
C -1.76207 -3.33777 2.93506
P -1.84224 1.66802 1.01316
C -1.32498 2.83656 2.29093
C -0.33991 2.43450 3.19626
C 0.08859 3.29960 4.18794
C -0.44974 4.57759 4.27640
C -1.41258 4.98982 3.36968
C -1.84901 4.12432 2.37626
C -2.96079 2.57585 -0.07826
C -4.28201 2.87719 0.25968
C -5.10864 3.51344 -0.65363
C -4.62189 3.86469 -1.90530
C -3.30547 3.58800 -2.24080
C -2.48244 2.94182 -1.33266
H -3.78992 -0.15902 3.52419
H -4.76956 0.66908 2.29798
H -3.63380 1.58290 3.32011
H -4.86780 -1.70997 1.93583
H -6.51675 -3.02140 0.68364
H -5.86677 -4.16496 -1.40817
H -3.54622 -3.99701 -2.24163
H -1.89087 -2.65321 -1.02247
H -1.24708 -0.17713 4.06579
H -0.62940 -1.42367 6.09153
H -0.72900 -3.89346 6.10685
H -1.45880 -5.11433 4.08822
H -2.08942 -3.87816 2.05512
H 0.10765 1.45140 3.11111
H 0.85411 2.98321 4.88421
H -0.10811 5.25575 5.04691
H -1.82297 5.98877 3.42950
H -2.58805 4.46109 1.66286
H -4.67397 2.62559 1.23608
H -6.13269 3.73754 -0.38632
H -5.27070 4.35363 -2.61949
H -2.92445 3.85821 -3.21642
H -1.46400 2.69829 -1.61387
I 1.27310 -4.89375 -1.20598
C 1.92709 -3.09822 -1.99919
C 2.93957 -3.08903 -2.98772
C 3.37313 -1.92367 -3.55338
I 4.86328 -2.00365 -5.00369
C 2.80182 -0.67948 -3.15716
C 3.13386 0.58459 -3.68502
C 2.49224 1.70846 -3.23466
C 1.51676 1.58540 -2.23639
N 1.19275 0.42106 -1.71356
C 1.80975 -0.70731 -2.16306
C 1.37204 -1.92091 -1.58291
O 0.42242 -1.84610 -0.63340
H 3.36922 -4.03287 -3.29275
H 3.89182 0.65469 -4.45355
H 2.72432 2.68559 -3.63161
H 0.99793 2.45636 -1.85647
Cl -7.43456 0.30654 -4.80691
C -5.83078 0.13541 -4.17655
C -5.63346 0.19055 -2.80507
C -4.34988 0.06154 -2.30526
C -3.27574 -0.12107 -3.17022
C -3.49423 -0.19090 -4.54326
C -4.77267 -0.05569 -5.05437
C -1.88478 -0.27271 -2.65909
O -0.94209 -0.61931 -3.33583
O -1.77684 0.01226 -1.36079
H -6.47724 0.33307 -2.14430
H -4.18055 0.09979 -1.23746
H -2.65131 -0.34706 -5.20279
H -4.95698 -0.09813 -6.11815
F 5.75179 3.40784 1.05972
C 4.62519 2.70698 1.05776
C 4.65424 1.33831 1.28493
F 5.81235 0.73030 1.50411
C 3.47843 0.60716 1.28019
F 3.51569 -0.70740 1.48902
C 2.24748 1.22437 1.05473
O 1.11884 0.51582 1.08387
C 2.24123 2.60075 0.83844
F 1.07101 3.22091 0.61412
C 3.41199 3.33788 0.83292
F 3.36966 4.64714 0.61032

Values from the calculation:
* relative energy (zero: lowest compared OMol25 entry of this formula, charge and spin): 8.9 kcal per mole
* multiplicity: 3
* calculated total energy: -123154.9238 eV
* expectation value of S²: 2.014
* charge: +1

=====

ORCA calculation (ωB97M-V/def2-TZVPD) on 15 unconnected molecules or ions with the total composition C29H53Cl29F2N2O9S3 at a distorted geometry.

Cartesian coordinates (Å):
C 3.29192 1.70548 3.22302
C 2.10678 0.77285 2.91327
N 1.23042 1.17050 1.80867
C 1.80064 1.12270 0.47399
C 1.96298 -0.36132 -0.02200
F 1.32443 -1.19643 0.83599
S 3.74221 -0.93532 0.08965
O 4.40328 -0.39375 1.22408
O 3.71364 -2.35665 0.06999
F 4.47517 -0.40546 -1.18573
C 1.53598 -0.76163 -1.47121
C 0.84166 -2.13633 -1.45684
C 0.60226 -2.60496 -2.92739
O 1.44090 -3.73649 -3.27414
C 2.65512 -3.27079 -3.72772
O 2.84762 -2.86591 -4.82936
O 0.63410 0.11295 -2.16185
S 1.28408 1.58238 -2.14571
O 0.70310 2.44783 -3.11919
O 2.71828 1.54050 -2.28089
C 0.96287 2.09689 -0.42735
C -0.54302 1.79538 -0.16225
C -1.49467 2.46733 -1.12364
N -2.22400 3.43236 -0.77098
C 1.28739 3.60102 -0.38908
C 2.27091 4.13663 0.66275
C 3.77137 4.06454 0.31063
C 4.15206 4.64683 -1.05343
S 4.04915 6.42656 -1.17844
O 4.68480 6.77938 -2.41508
O 4.71286 7.06282 -0.08182
Cl 2.10033 7.03457 -1.38294
H 3.83417 1.30210 4.07980
H 2.87898 2.67513 3.55018
H 3.93708 1.88477 2.36160
H 1.47816 0.77061 3.81364
H 2.42414 -0.26669 2.81127
H 0.86627 2.08583 2.03465
H 2.82098 1.53484 0.52627
H 2.40326 -0.91381 -2.12052
H 1.45545 -2.90728 -0.99513
H -0.15393 -2.06577 -1.01857
H -0.42808 -2.95959 -3.02653
H 0.77317 -1.80604 -3.65472
H 3.46016 -3.29260 -2.96666
H -0.74817 0.71993 -0.17798
H -0.83703 2.13717 0.83257
H -1.58179 2.08814 -2.14771
H -2.79199 3.70721 -1.57559
H 1.63310 3.95158 -1.36624
H 0.33931 4.12892 -0.24018
H 2.15312 3.72404 1.66713
H 2.04165 5.20301 0.77277
H 4.28976 4.67312 1.06356
H 4.22135 3.06519 0.38058
H 5.20770 4.42041 -1.22873
H 3.62152 4.19222 -1.89302
C 2.42219 3.70358 -5.41206
Cl 2.43824 4.18831 -7.11453
Cl 3.17669 4.92977 -4.38483
H 1.39563 3.56839 -5.09595
H 2.97089 2.77465 -5.30572
C -2.37499 -5.50702 -1.53088
Cl -2.17149 -4.94469 -3.19237
Cl -1.63583 -4.38420 -0.39239
H -3.43295 -5.59042 -1.30771
H -1.89874 -6.47391 -1.43650
C -0.81711 -8.14657 0.86951
Cl -1.33149 -8.79889 -0.69174
Cl -2.19710 -7.72075 1.89333
H -0.21647 -8.89089 1.38004
H -0.23179 -7.24956 0.69309
C -5.33934 1.44865 -2.72769
Cl -6.05620 1.87684 -1.17198
Cl -4.26414 2.72225 -3.31798
H -4.76489 0.53920 -2.60695
H -6.13101 1.29922 -3.45416
C -3.21461 -1.25751 -4.52429
Cl -3.21420 -0.83544 -6.23754
Cl -2.44009 -0.00218 -3.54372
H -4.24142 -1.37436 -4.19360
H -2.67270 -2.18757 -4.39161
C 0.29381 7.80969 -4.96951
Cl -0.38840 6.38037 -4.18430
Cl -0.96352 8.96072 -5.43862
H 0.97245 8.29551 -4.27734
H 0.82938 7.49425 -5.85783
C -0.55964 -5.12553 4.16881
Cl -2.09764 -5.05982 5.03472
Cl -0.31389 -3.69839 3.15176
H 0.24608 -5.17629 4.89245
H -0.55436 -6.00866 3.53957
C 7.76775 2.05046 -1.20543
Cl 6.26499 2.18596 -0.28016
Cl 7.96098 3.40883 -2.31667
H 8.60208 2.04012 -0.51352
H 7.74184 1.12956 -1.77703
C -6.43563 2.43097 2.53883
Cl -7.35772 3.35502 1.33971
Cl -4.92339 1.80890 1.86989
H -6.20490 3.08003 3.37154
H -7.03943 1.59402 2.87200
C -4.67225 -8.79041 4.37659
Cl -5.49586 -10.19699 5.06372
Cl -5.81747 -7.53511 3.89350
H -4.00484 -8.38010 5.12388
H -4.11182 -9.10655 3.50464
C -7.39728 6.39425 3.86028
Cl -5.65908 6.61255 3.63761
Cl -7.77481 4.78019 4.47439
H -7.75527 7.12938 4.57176
H -7.89113 6.52417 2.90370
C 4.10123 3.06395 6.70899
Cl 3.27817 3.96882 5.43025
Cl 5.67439 2.45984 6.17755
H 4.25023 3.72152 7.55748
H 3.48063 2.22132 6.99297
C -5.14371 -6.40014 7.92082
Cl -5.90859 -5.39196 6.68881
Cl -3.58587 -7.03138 7.36996
H -4.97575 -5.80120 8.80845
H -5.80060 -7.23189 8.14924
C -0.55456 -8.48934 -4.83817
Cl 0.94123 -9.02770 -4.06777
Cl -1.92772 -8.57812 -3.72762
H -0.43320 -7.45976 -5.15662
H -0.75698 -9.12492 -5.69243

Values from the calculation:
* calculated total energy: -453428.2794 eV

=====

ORCA calculation (ωB97M-V/def2-TZVPD) on a single C7H13N molecule at a distorted geometry.

Cartesian coordinates (Å):
C 1.00573 1.33794 0.14172
C 1.89454 0.02288 0.05051
C 1.17340 -1.45846 -0.11873
C -0.36991 -1.03838 -0.08763
C -1.72656 -0.69926 -0.61392
C -1.45716 0.34600 0.59471
C -0.72100 1.34359 -0.28596
H 1.00452 1.82869 1.14810
H 1.61954 2.21620 -0.47137
H 2.75620 -0.11469 -0.91399
H 2.54278 -0.07878 1.18439
H 1.39355 -2.02042 -1.24068
H 1.53169 -2.34468 0.54492
H -0.23169 -0.12804 -0.51359
H -1.73246 -0.69491 -1.86322
H -2.64109 -1.32500 -0.26492
H -2.43988 0.70036 1.08256
H -0.92445 2.35777 0.12053
H -0.96056 1.72319 -1.27153
H -1.23103 -1.33410 1.56884
N -0.48615 -0.63990 1.20927

Values from the calculation:
* relative energy (zero: lowest compared OMol25 entry of this formula, charge and spin): 237.0 kcal per mole
* calculated total energy: -8949.6554 eV

=====

ORCA calculation (ωB97M-V/def2-TZVPD) on a molecular structure, C6H5AsF14NaO4 at a distorted geometry.

Cartesian coordinates (Å):
Na -21.96089 14.54646 -19.11680
As -21.54932 18.36123 -17.89933
F -20.74197 19.10100 -19.34879
F -21.40080 19.94665 -17.07345
F -22.32238 17.72760 -16.41312
F -21.70195 16.82901 -18.70999
F -19.98042 17.84371 -17.25502
F -23.12611 18.84458 -18.61193
O -18.31594 14.94618 -17.39746
C -19.42167 14.39190 -17.90008
O -19.54738 14.07483 -19.10551
O -20.38619 14.43638 -17.14809
H -17.68899 14.85948 -18.11927
C -22.04793 11.19266 -20.31550
C -22.47245 11.33784 -18.85140
C -23.18148 9.99811 -18.37383
F -24.39866 9.88738 -18.89370
F -22.47345 8.95703 -18.69363
F -21.40066 11.43398 -18.10165
F -23.16325 12.42318 -18.55107
O -21.41389 12.36860 -20.74994
C -20.97180 12.42103 -22.08836
C -20.25255 13.76911 -22.35166
F -19.75669 13.85866 -23.57222
F -21.06183 14.82698 -22.13213
F -20.20337 11.34716 -22.33149
F -22.03971 12.24872 -22.81178
H -22.86614 10.83995 -20.94337
H -21.30718 10.40125 -20.42977
H -23.18139 10.10232 -17.28883
H -19.36639 13.76603 -21.71698

Values from the calculation:
* relative energy (zero: lowest compared OMol25 entry of this formula, charge and spin): 0.0 kcal per mole
* calculated total energy: -117800.6966 eV
* charge: -1

=====

ORCA calculation (ωB97M-V/def2-TZVPD) on a molecular structure, C15H30F2O15Pd at a distorted geometry.

Cartesian coordinates (Å):
Pd -0.05801 0.02701 0.16919
F -0.36918 -0.25931 2.22428
F 0.24748 0.27765 -1.90390
C 2.98120 -2.52824 2.05034
O 3.06877 -3.04685 0.72503
C 2.11117 -2.69198 -0.11646
O 1.16414 -2.00888 0.16162
O 2.37889 -3.19621 -1.29664
C 1.41103 -2.92591 -2.31145
H 3.88487 -2.89881 2.53108
H 2.11705 -2.86478 2.61710
H 3.04483 -1.44144 2.05176
H 0.45136 -3.18937 -1.86499
H 1.56304 -3.53858 -3.19675
H 1.40758 -1.88791 -2.64651
C -2.30868 -3.51245 1.72325
O -2.81362 -3.50703 0.39547
C -2.35247 -2.57523 -0.41070
O -1.58138 -1.70268 -0.12821
O -2.81148 -2.80821 -1.63342
C -2.34275 -1.97389 -2.67053
H -2.74479 -2.67812 2.27595
H -1.22186 -3.47826 1.78328
H -2.65396 -4.43443 2.18758
H -2.72208 -0.95036 -2.58907
H -2.72152 -2.31473 -3.63165
H -1.25570 -1.91129 -2.68474
C -2.28510 1.97663 -2.73781
O -3.44550 1.43144 -2.08292
C -3.20424 1.06880 -0.82721
O -2.14556 1.16453 -0.26974
O -4.31450 0.60459 -0.31197
C -4.29776 0.19515 1.04565
H -1.54380 1.20275 -2.93922
H -1.84333 2.75595 -2.12751
H -2.66190 2.33447 -3.69273
H -5.20920 -0.36415 1.24374
H -4.31525 1.04578 1.72870
H -3.42649 -0.42452 1.25768
C 4.69819 -0.44136 -1.05565
O 4.75507 0.27223 0.15787
C 3.64899 0.80239 0.63870
O 2.53068 0.59453 0.25079
O 3.95898 1.63053 1.63282
C 2.88482 2.17333 2.37881
H 3.69986 -0.45348 -1.48805
H 5.12304 -1.44089 -0.94819
H 5.39116 -0.00618 -1.78229
H 2.52451 3.10651 1.94445
H 3.31204 2.34614 3.36692
H 2.01625 1.52421 2.49818
C -1.18470 2.66503 2.75080
O -1.01549 3.68862 1.75149
C -0.30721 3.32554 0.67644
O 0.25250 2.27389 0.55062
O -0.37372 4.33122 -0.18319
C 0.47789 4.29852 -1.32380
H -1.39902 3.19361 3.67660
H -0.35619 1.96964 2.86033
H -2.05127 2.07459 2.44717
H -0.03531 4.15397 -2.26954
H 1.34854 3.64761 -1.26158
H 0.91910 5.29870 -1.36730

Values from the calculation:
* relative energy (zero: lowest compared OMol25 entry of this formula, charge and spin): 0.0 kcal per mole
* multiplicity: 3
* calculated total energy: -55667.4210 eV
* expectation value of S²: 2.002

=====

ORCA calculation (ωB97M-V/def2-TZVPD) on a single C19H23NO4S molecule.

Cartesian coordinates (Å):
C 2.45866 4.02058 -3.92788
C 2.16109 2.94236 -2.88759
C 1.32711 3.53330 -1.75240
C 3.46821 2.33823 -2.34698
C 3.36734 0.84857 -2.03049
O 2.42949 0.57318 -0.98529
C 1.31777 -0.08455 -1.30132
O 1.01909 -0.43767 -2.41342
C 0.46961 -0.32718 -0.07545
C -0.39928 -1.57978 -0.18796
C -0.30802 -2.60508 0.93204
O 0.69581 -3.08355 1.40676
N -1.57490 -2.92548 1.28552
C -1.87208 -3.81717 2.38667
C -2.19793 -3.04871 3.62596
C -1.33388 -2.37262 4.42983
C -1.97962 -1.69183 5.48590
C -3.32589 -1.85401 5.46565
S -3.83686 -2.84035 4.15414
C -2.61485 -2.12541 0.66748
C -1.83200 -1.00103 0.02707
C -2.17770 -0.25882 -1.23875
C -1.42124 0.83158 -1.20121
C -0.66387 0.75594 0.10855
O -1.56798 0.06315 0.93836
H 1.53386 4.46435 -4.28903
H 2.99049 3.60083 -4.77854
H 3.06953 4.80871 -3.49241
H 1.58375 2.14696 -3.37119
H 0.35979 3.86795 -2.12121
H 1.83954 4.38945 -1.31709
H 1.16382 2.79738 -0.97001
H 3.77842 2.87639 -1.44991
H 4.25880 2.44298 -3.09218
H 4.33110 0.47387 -1.67343
H 3.06411 0.28952 -2.92152
H 1.09987 -0.34095 0.81486
H -0.27467 -2.06826 -1.15665
H -2.70399 -4.46912 2.10481
H -0.97045 -4.41649 2.54596
H -0.27101 -2.36784 4.26796
H -1.46168 -1.11024 6.22710
H -4.05945 -1.45846 6.13951
H -3.30744 -1.74108 1.42044
H -3.16824 -2.70980 -0.07667
H -2.82781 -0.62342 -2.00765
H -1.29811 1.60612 -1.93028
H -0.33832 1.68750 0.56197

Values from the calculation:
* relative energy (zero: lowest compared OMol25 entry of this formula, charge and spin): 28.8 kcal per mole
* calculated total energy: -40591.4518 eV

=====

ORCA calculation (ωB97M-V/def2-TZVPD) on a molecular structure, C20H17N5O4SSbSe5Sn at a distorted geometry.

Cartesian coordinates (Å):
Sn -0.67254 -1.21404 -0.07693
C 1.69716 -0.40704 -4.04937
C 2.66283 -1.25988 -3.45305
C 2.81380 -1.12409 -2.07381
C 2.15885 -0.15806 -1.40280
N 1.30744 0.79883 -1.96474
C 1.04096 0.55268 -3.23715
C 2.33252 -0.12837 0.09250
C 3.51555 -0.05694 0.81404
C 3.42604 0.24011 2.17050
C 2.19458 0.45956 2.78377
C 1.09113 0.26488 1.97156
N 1.13405 -0.02646 0.70963
C -0.28351 0.55458 2.49967
C -0.33072 1.47152 3.50234
C -1.55070 2.09499 3.81947
C -2.65066 1.70309 3.07307
C -2.50225 0.67056 2.15400
N -1.33185 0.13362 1.81136
H 1.41429 -0.48238 -5.10317
H 3.24450 -1.93590 -4.09749
H 3.53026 -1.72933 -1.56208
H 0.31882 1.24555 -3.72229
H 4.51049 0.02190 0.31120
H 4.33679 0.40766 2.68394
H 2.09379 0.62978 3.78555
H 0.62963 1.66859 3.99416
H -1.58848 2.89330 4.53018
H -3.61449 2.22787 3.36144
H -3.34364 0.42632 1.48385
C -0.44433 3.23173 -0.09109
C 0.76689 3.61591 0.63317
N 1.63233 4.17644 1.17270
H -1.03790 4.17866 -0.08557
H -0.93296 2.46563 0.56363
H -0.21486 2.75329 -1.06199
S -4.36954 -4.11284 1.56861
C -4.43921 -3.80975 -0.09733
C -3.33845 -2.99276 -0.39701
N -2.45721 -2.74518 0.64566
C -2.86802 -3.27602 1.73143
H -5.37141 -3.90100 -0.65957
H -3.02766 -2.65786 -1.40275
H -2.37636 -3.12765 2.71463
Se -0.60706 4.89353 -4.61675
Sb -0.28671 3.46148 -6.68361
Se -2.09378 -0.26525 -1.69069
Se 1.45733 2.06966 -6.59343
Se -2.08262 2.90163 -4.63414
O 0.44849 -3.00758 -0.71209
Se 0.98315 -3.45591 0.85708
O 2.59572 -3.37883 1.00473
O 0.24618 -2.13147 1.59331
O 0.23336 -4.82881 1.43170

Values from the calculation:
* relative energy (zero: lowest compared OMol25 entry of this formula, charge and spin): 0.0 kcal per mole
* calculated total energy: -386592.3443 eV
* charge: -1

=====

Question: Among the records above, which one has the highest calculated total energy?
Answer: C7H13N